Formula: C5H7NO
Source: OMol25
Level of theory: ωB97M-V/def2-TZVPD

The calculation puts the calculated total energy at -324.69857 hartree. As for the total charge: 0. Its multiplicity is 1. The energy relative to the best compared isomer or geometry (same formula, charge and spin) is 16.25 kcal/mol. The calculation puts the HOMO-LUMO gap at 11.221 eV.

Last column: Löwdin charge in e.
Atoms and positions in Å:
C  1.5125  0.1242  0.0718  -0.05
C  0.2078  -0.6224  -0.2385  -0.36
C  -1.0189  0.2947  -0.1422  -0.13
C  -1.2753  0.7752  1.2674  -0.25
O  -0.7938  0.2655  2.2509  0.06
C  0.2698  -1.2206  -1.5820  -0.20
N  0.3250  -1.6690  -2.6460  0.15
H  2.3777  -0.5331  -0.0477  0.09
H  1.4890  0.4818  1.1039  0.08
H  1.6365  0.9789  -0.6019  0.09
H  0.0859  -1.4364  0.4854  0.15
H  -0.9205  1.1576  -0.8131  0.13
H  -1.9278  -0.2340  -0.4651  0.13
H  -1.9678  1.6376  1.3570  0.13

Atoms 1-3, force components in eV/Å:
C 0.1 0.1 0.0
C 0.0 0.0 0.0
C 0.0 0.0 0.0



Formula: C3H8O2SSi
Source: OMol25
Level of theory: ωB97M-V/def2-TZVPD

The calculation puts the calculated total energy at -957.17018 hartree. As for the total charge: 0. Its multiplicity is 1. The energy relative to the best compared isomer or geometry (same formula, charge and spin) is 64.90 kcal/mol. The calculation puts the HOMO-LUMO gap at 8.400 eV.

Last column: Löwdin charge in e.
Atoms and positions in Å:
C  -0.5859  0.6708  0.1725  -0.44
C  1.4113  -1.7290  0.5496  -0.18
C  -0.9183  2.0899  -0.2541  -0.21
O  -1.4298  -1.6667  -0.1890  -0.45
O  -3.3582  -0.0469  -0.1878  -0.31
Si  0.1661  -0.8422  -0.5974  0.58
S  -2.0991  -0.3400  0.3122  0.69
H  -2.3054  -0.7031  1.6233  0.07
H  2.1687  -2.3385  0.0296  0.03
H  1.9922  -1.0418  1.0819  -0.01
H  0.8093  -2.2629  1.3085  0.05
H  -1.7170  2.5422  0.3006  0.06
H  -0.0164  2.6709  -0.1679  0.05
H  -1.1128  2.1421  -1.3170  0.06
H  0.1118  -1.0362  -2.1197  0.00

Atoms 1-3, force components in eV/Å:
C -3.1 -1.9 -0.3
C -0.7 -0.7 -1.5
C 1.3 -0.7 -0.7



Formula: C4H4NO3S
Source: OMol25
Level of theory: ωB97M-V/def2-TZVPD

The calculation puts the calculated total energy at -833.59477 hartree. As for the total charge: -1. Its multiplicity is 1. The energy relative to the best compared isomer or geometry (same formula, charge and spin) is 0.00 kcal/mol. The calculation puts the HOMO-LUMO gap at 8.083 eV.

Last column: Löwdin charge in e.
Atoms and positions in Å:
C  2.2221  -1.1231  -0.2916  -0.53
C  3.3055  0.7414  0.0307  -0.60
C  1.2645  0.0651  -0.6966  -0.35
C  0.0304  -0.0041  0.1727  -0.49
N  3.3641  -0.5908  0.1064  0.16
O  1.8648  -2.2880  -0.3473  -0.01
O  4.1460  1.5568  0.3190  0.04
O  2.0546  1.1896  -0.4619  -0.01
S  -1.3347  1.0646  -0.4457  0.66
H  0.9978  -0.0033  -1.7600  0.14
H  0.2694  0.3237  1.1846  0.09
H  -0.3403  -1.0301  0.1758  0.07
H  -2.2077  0.7168  0.5027  -0.18

Atoms 1-3, force components in eV/Å:
C -0.8 0.8 -0.4
C -0.1 0.4 -0.1
C 0.2 -0.9 0.1